No. 1
Entry from the OMol25 dataset: a structure of composition C26H34F3GeN5O3S5SbTi at a distorted geometry (ωB97M-V/def2-TZVPD).

The LUMO energy comes out at 2.23 eV. The relative energy (zero: lowest compared OMol25 entry of this formula, charge and spin) comes out at 0.0 kJ/mol. The total charge is -1. As for the highest occupied orbital energy: -4.37 eV. For the maximum force, the calculation gives 2.32 eV/Å.

Geometry as XYZ:
```
79
Properties=species:S:1:pos:R:3:mulliken_charge:R:1
Ti 2.005 0.677 0.078 0.34
S 3.103 -1.285 -0.623 -0.39
Sb 5.023 -0.465 0.578 0.29
S 3.903 1.750 0.860 -0.56
S -0.104 -1.161 -0.151 -0.27
S 5.026 -1.477 2.672 -0.73
O 1.679 -0.002 1.847 0.39
C 1.385 -0.278 3.040 0.07
C -0.054 -0.521 3.384 -0.36
C -0.319 -2.025 3.545 -0.41
C 0.142 -2.583 4.891 -0.88
C 1.644 -2.453 5.154 -0.58
C 2.142 -1.012 5.242 -0.84
N 2.340 -0.400 3.932 0.14
H -0.646 -0.125 2.560 -0.17
H -0.312 0.011 4.306 0.58
H 0.168 -2.555 2.722 0.32
H -1.392 -2.187 3.429 0.35
H -0.133 -3.639 4.945 0.37
H -0.406 -2.075 5.694 0.31
H 2.211 -2.952 4.363 0.31
H 1.888 -2.951 6.095 0.40
H 3.114 -0.981 5.730 0.44
H 1.457 -0.394 5.829 0.28
H 3.297 -0.494 3.525 -0.26
C -0.323 4.627 -2.219 -0.87
N 0.979 4.257 -2.717 -0.02
C 2.144 4.380 -2.032 0.44
S 2.206 4.797 -0.414 -0.43
N 3.237 4.102 -2.781 -0.23
C 4.558 3.840 -2.238 -0.93
H -1.037 3.826 -2.419 0.23
H -0.682 5.551 -2.680 0.34
H -0.249 4.775 -1.143 0.20
H 1.041 4.005 -3.690 0.18
H 3.059 3.700 -3.689 0.24
H 4.692 2.780 -2.014 0.24
H 4.676 4.397 -1.313 0.35
H 5.303 4.167 -2.963 0.33
N -0.842 1.931 -0.296 1.01
C -1.806 2.685 0.232 -0.45
C -1.302 3.240 1.397 -1.23
C 0.002 2.747 1.481 -1.11
N 0.266 1.953 0.451 1.20
H -0.822 1.386 -1.160 -0.40
H -2.771 2.760 -0.239 0.49
H -1.805 3.894 2.084 0.50
H 0.772 2.937 2.211 0.52
Ge -1.548 -1.705 -1.680 0.46
C -3.279 -0.908 -1.186 0.21
C -3.795 0.128 -1.964 -0.23
C -4.861 0.909 -1.526 -0.73
C -5.432 0.667 -0.288 -0.36
C -4.939 -0.366 0.501 -0.83
C -3.872 -1.134 0.060 0.08
C -1.663 -3.652 -1.759 0.19
C -2.527 -4.410 -0.970 -0.02
C -2.519 -5.798 -1.025 -0.69
C -1.636 -6.455 -1.869 -0.38
C -0.759 -5.718 -2.652 -0.64
C -0.776 -4.331 -2.595 -0.37
H -1.282 -1.223 -3.125 -0.20
H -3.361 0.329 -2.938 0.35
H -5.238 1.710 -2.152 0.39
H -6.252 1.280 0.066 0.37
H -5.376 -0.559 1.473 0.38
H -3.478 -1.902 0.714 0.19
H -3.224 -3.920 -0.302 0.17
H -3.196 -6.367 -0.399 0.38
H -1.631 -7.537 -1.916 0.35
H -0.053 -6.223 -3.300 0.37
H -0.077 -3.769 -3.205 0.35
F 3.395 0.942 -3.973 -0.21
C 2.088 1.091 -4.152 0.49
F 1.914 2.288 -4.786 -0.34
F 1.665 0.144 -4.989 -0.24
C 1.253 1.085 -2.831 0.25
O 0.044 0.989 -2.952 -0.58
O 1.953 1.255 -1.777 0.08
```

---

No. 2
Entry from the OMol25 dataset: a structure of composition C26H29BCl2InN6PS2 (ωB97M-V/def2-TZVPD).

The LUMO energy comes out at -6.54 eV. The relative energy (zero: lowest compared OMol25 entry of this formula, charge and spin) comes out at 109.3 kJ/mol. The total charge is +2. As for the highest occupied orbital energy: -13.48 eV. For the maximum force, the calculation gives 0.77 eV/Å.

Geometry as XYZ:
```
68
Properties=species:S:1:pos:R:3:mulliken_charge:R:1
In 0.880 -0.185 -0.034 0.65
C -0.358 2.234 -3.740 -1.06
N 1.052 2.368 -3.423 0.09
C 2.063 2.517 -4.332 -0.44
C 3.217 2.594 -3.623 -0.67
N 2.916 2.502 -2.289 0.36
B 4.049 2.859 -1.262 0.58
N 3.874 2.272 0.192 0.25
C 4.264 3.039 1.259 -0.75
C 4.462 2.226 2.327 -0.38
N 4.176 0.952 1.909 0.36
C 4.363 -0.245 2.708 -0.81
C 3.811 1.005 0.605 -0.18
S 3.387 -0.389 -0.334 -0.42
C 1.595 2.363 -2.179 0.06
S 0.647 2.259 -0.738 -0.31
H -0.525 2.605 -4.747 0.39
H -0.949 2.816 -3.039 0.39
H -0.667 1.189 -3.691 0.32
H 1.892 2.559 -5.394 0.46
H 4.229 2.721 -3.963 0.51
H 4.056 4.049 -1.153 -0.16
H 5.063 2.394 -1.692 -0.12
H 4.398 4.102 1.168 0.51
H 4.792 2.447 3.327 0.50
H 4.257 0.005 3.761 0.31
H 5.360 -0.654 2.551 0.31
H 3.636 -1.001 2.428 0.24
N -1.761 -2.340 -0.494 -0.01
P -1.862 -0.695 -0.090 0.68
C -2.413 -0.673 1.643 0.56
C -2.443 -1.800 2.455 -0.22
C -2.861 -1.684 3.775 -0.68
C -3.244 -0.448 4.279 -0.59
C -3.224 0.679 3.465 -0.69
C -2.808 0.569 2.148 -0.66
C -3.380 -0.203 -0.951 0.34
C -3.376 0.794 -1.919 -0.02
C -4.564 1.143 -2.545 -0.46
C -5.741 0.492 -2.209 -0.57
C -5.744 -0.501 -1.236 -0.74
C -4.567 -0.846 -0.596 -0.65
C -0.617 -3.096 -0.647 0.59
C -0.720 -4.415 -1.104 -0.96
C 0.419 -5.178 -1.213 -0.34
C 1.651 -4.621 -0.867 -1.19
C 1.678 -3.316 -0.449 -0.06
N 0.568 -2.556 -0.341 0.19
H -2.612 -2.783 -0.810 0.25
H -2.163 -2.768 2.059 0.45
H -2.902 -2.564 4.404 0.45
H -3.575 -0.364 5.306 0.42
H -3.544 1.638 3.850 0.46
H -2.816 1.434 1.493 0.43
H -2.452 1.298 -2.176 0.15
H -4.575 1.924 -3.293 0.46
H -6.666 0.764 -2.699 0.41
H -6.666 -1.000 -0.968 0.43
H -4.576 -1.594 0.189 0.38
H -1.691 -4.814 -1.366 0.46
H 0.358 -6.197 -1.571 0.45
H 2.564 -5.194 -0.928 0.47
H 2.608 -2.833 -0.177 0.47
Cl 0.933 -1.448 2.628 0.01
C 0.746 0.039 3.567 -0.41
Cl 0.681 1.406 2.443 0.01
H 1.602 0.158 4.221 0.42
H -0.186 -0.007 4.122 0.33
```

---

No. 3
Entry from the OMol25 dataset: a structure of composition C18H15N6O2ReSSe at a distorted geometry (ωB97M-V/def2-TZVPD).

The LUMO energy (spin up / spin down) comes out at -11.98 / -11.71 eV. The total charge is +3. As for the highest occupied orbital energy (spin up / spin down): -18.01 / -18.05 eV. The spin multiplicity is 2. Its expectation value of S² is 0.790. For the maximum force, the calculation gives 1.51 eV/Å.

Geometry as XYZ:
```
44
Properties=species:S:1:pos:R:3:mulliken_charge:R:1
Re 1.405 0.705 0.681 1.30
O -4.605 -1.534 -1.789 -0.49
C -4.641 -0.435 -0.926 -0.57
C -3.246 -0.161 -0.460 0.18
C -2.937 0.982 0.282 -0.89
C -1.644 1.203 0.671 -0.18
N -0.634 0.345 0.372 -0.32
C -0.943 -0.797 -0.309 0.53
C -2.216 -1.064 -0.742 -0.43
C 0.200 -1.710 -0.499 0.29
C 0.110 -2.942 -1.090 -0.44
C 1.244 -3.759 -1.164 0.26
C 1.167 -5.105 -1.811 -0.55
O -0.118 -5.266 -2.337 -0.49
C 2.438 -3.292 -0.608 -0.83
C 2.479 -2.049 -0.041 -0.17
N 1.378 -1.244 0.020 -0.37
H -5.495 -1.748 -2.097 0.34
H -5.252 -0.620 -0.031 0.38
H -5.033 0.474 -1.400 0.39
H -3.704 1.697 0.553 0.50
H -1.376 2.078 1.246 0.46
H -2.452 -1.959 -1.299 0.75
H -0.820 -3.309 -1.497 0.72
H 1.410 -5.853 -1.043 0.39
H 1.954 -5.161 -2.574 0.39
H -0.192 -6.118 -2.785 0.34
H 3.335 -3.897 -0.619 0.49
H 3.384 -1.660 0.397 0.38
S 5.958 1.051 1.162 -0.07
C 4.456 0.938 1.006 0.94
N 3.224 0.846 0.871 -0.54
Se 1.377 2.702 4.391 0.50
N 1.108 4.343 3.827 -0.60
C 0.991 4.335 2.501 0.32
C 0.761 5.412 1.594 -0.34
C 0.685 5.107 0.258 -0.74
C 0.829 3.773 -0.210 -0.19
N 1.033 2.767 0.622 -0.49
C 1.111 3.053 1.942 0.94
N 1.321 2.016 2.722 -0.65
H 0.653 6.427 1.956 0.52
H 0.518 5.884 -0.474 0.46
H 0.780 3.543 -1.268 0.55
```

---

No. 4
Entry from the OMol25 dataset: a structure of composition C56H43IN9O2PRe at a distorted geometry (ωB97M-V/def2-TZVPD).

The LUMO energy (spin up / spin down) comes out at -7.87 / -7.91 eV. The relative energy (zero: lowest compared OMol25 entry of this formula, charge and spin) comes out at 77.8 kJ/mol. The total charge is +2. As for the highest occupied orbital energy (spin up / spin down): -11.69 / -11.69 eV. The spin multiplicity is 4. Its expectation value of S² is 3.895. For the maximum force, the calculation gives 2.75 eV/Å.

Geometry as XYZ:
```
113
Properties=species:S:1:pos:R:3:mulliken_charge:R:1
Re 14.591 12.022 13.265 0.78
C 13.142 8.017 18.250 -0.47
C 14.222 7.250 17.805 -0.84
C 15.069 7.785 16.851 -0.14
C 14.718 9.004 16.260 0.16
C 15.181 9.645 15.065 0.31
N 16.002 9.115 14.200 -0.22
C 16.113 9.409 12.915 0.20
C 16.685 8.572 11.881 0.03
C 17.035 7.206 11.907 -0.20
C 17.539 6.704 10.712 -0.65
C 17.623 7.439 9.548 -0.82
C 17.231 8.787 9.518 0.02
C 16.774 9.356 10.711 0.00
C 16.208 10.659 11.037 -0.10
N 16.175 11.692 10.201 -0.26
C 15.505 12.810 10.379 0.07
N 14.720 13.126 11.465 0.16
C 13.786 14.109 11.084 -0.16
N 12.639 14.361 11.719 -0.48
C 12.132 13.686 12.743 0.20
N 12.796 12.793 13.596 -0.13
C 11.910 12.409 14.645 0.32
N 12.285 11.605 15.640 -0.57
C 13.359 10.841 15.772 -0.12
N 14.376 10.754 14.812 0.04
C 13.554 9.759 16.707 0.54
C 12.757 9.228 17.674 -0.42
C 10.687 13.153 14.482 0.06
C 9.461 13.033 15.172 -0.61
C 8.348 13.562 14.538 -0.46
C 8.453 14.220 13.312 -0.57
C 9.663 14.471 12.704 -0.30
C 10.793 13.885 13.267 0.24
C 14.132 14.557 9.773 0.49
C 13.573 15.536 8.942 -0.36
C 14.106 15.718 7.671 -0.63
C 15.137 14.876 7.175 -0.68
C 15.741 13.931 8.036 -0.08
C 15.234 13.801 9.349 0.40
N 15.747 10.623 12.343 -0.07
H 12.539 7.670 19.084 0.43
H 14.401 6.306 18.297 0.45
H 15.929 7.270 16.442 0.52
H 16.900 6.549 12.784 0.53
H 17.852 5.673 10.671 0.46
H 18.020 6.963 8.680 0.48
H 17.277 9.439 8.632 0.56
H 11.873 9.740 18.059 0.47
H 9.449 12.474 16.130 0.47
H 7.352 13.468 14.987 0.40
H 7.560 14.560 12.827 0.43
H 9.764 15.028 11.772 0.52
H 12.743 16.148 9.313 0.52
H 13.602 16.453 7.017 0.37
H 15.494 15.046 6.165 0.45
H 16.548 13.276 7.650 0.33
C 15.065 16.034 16.132 -0.67
C 16.049 16.336 14.979 -0.58
C 16.030 15.049 14.127 0.26
O 15.507 14.007 14.994 -0.28
C 15.399 14.542 16.348 -0.25
H 13.981 16.112 15.767 0.21
H 15.144 16.596 17.067 0.46
H 17.045 16.503 15.390 0.21
H 15.784 17.207 14.366 0.42
H 17.025 14.783 13.771 -0.15
H 15.364 15.195 13.278 0.00
H 16.364 14.419 16.882 -0.06
H 14.583 14.085 16.905 0.42
C 21.981 15.557 16.107 -0.45
C 20.854 15.568 15.271 -0.58
C 20.059 14.412 15.207 -0.52
C 20.413 13.269 15.940 0.11
C 21.541 13.302 16.739 -0.23
C 22.298 14.457 16.848 -0.83
P 19.374 11.813 15.719 1.17
C 20.489 10.470 15.200 0.26
C 21.852 10.559 15.035 -0.52
C 22.581 9.391 14.645 -0.73
C 21.966 8.208 14.315 -0.73
C 20.563 8.091 14.552 -0.66
C 19.826 9.208 14.967 -0.82
C 19.190 11.329 17.483 0.48
C 18.561 12.272 18.305 -0.70
C 18.130 11.934 19.549 -0.63
C 18.648 10.784 20.150 -0.42
C 19.472 9.942 19.433 -0.73
C 19.642 10.138 18.065 -0.29
H 22.561 16.495 16.197 0.35
H 20.571 16.448 14.682 0.45
H 19.225 14.306 14.550 0.37
H 21.818 12.439 17.334 0.51
H 23.152 14.530 17.574 0.35
H 22.368 11.485 15.148 0.60
H 23.656 9.426 14.642 0.42
H 22.552 7.444 13.919 0.50
H 20.031 7.166 14.311 0.43
H 18.797 9.022 15.184 0.78
H 18.384 13.247 17.860 0.33
H 17.476 12.596 20.170 0.39
H 18.485 10.574 21.210 0.40
H 19.941 9.073 19.909 0.40
H 20.177 9.427 17.472 0.47
N 20.363 15.424 10.038 -0.37
C 19.436 14.522 10.517 0.47
O 18.324 14.876 10.948 -0.56
C 19.819 13.051 10.601 -0.52
I 19.547 12.099 8.617 0.01
H 19.948 16.361 10.009 0.28
H 21.242 15.187 9.637 0.19
H 19.029 12.644 11.231 -0.01
H 20.881 12.924 10.887 0.55
```

---

No. 5
Entry from the OMol25 dataset: a cluster of 2 separate species, CH5O2P in total at a distorted geometry (ωB97M-V/def2-TZVPD).

The LUMO energy (spin up / spin down) comes out at -0.72 / -0.64 eV. The relative energy (zero: lowest compared OMol25 entry of this formula, charge and spin) comes out at 359.3 kJ/mol. As for the highest occupied orbital energy (spin up / spin down): -9.05 / -8.03 eV. For the maximum force, the calculation gives 3.84 eV/Å.

Geometry as XYZ:
```
9
Properties=species:S:1:pos:R:3:mulliken_charge:R:1
C -1.564 -0.443 0.306 -0.74
O 0.169 1.506 0.479 -0.40
O 1.073 -0.741 0.946 -0.45
P 0.041 0.001 0.003 0.32
H -1.917 -1.386 0.134 0.35
H -2.156 0.218 -0.263 0.27
H 0.866 1.860 0.021 0.33
H 1.844 -1.149 0.592 0.35
H 1.645 0.135 -2.216 -0.02
```

---

No. 6
Entry from the OMol25 dataset: the molecule C23H36N4O2 (ωB97M-V/def2-TZVPD).

The LUMO energy comes out at 0.76 eV. The relative energy (zero: lowest compared OMol25 entry of this formula, charge and spin) comes out at 307.1 kJ/mol. As for the highest occupied orbital energy: -7.65 eV. For the maximum force, the calculation gives 0.77 eV/Å.

Geometry as XYZ:
```
65
Properties=species:S:1:pos:R:3:mulliken_charge:R:1
C 4.382 2.860 0.580 -1.39
H 5.228 2.829 1.261 0.44
H 3.807 3.762 0.778 0.29
H 4.752 2.904 -0.441 0.33
C 3.517 1.614 0.762 -0.34
N 2.412 1.609 -0.158 1.16
C 1.160 2.082 0.040 0.26
C 0.484 1.929 -1.161 1.65
C 1.432 1.347 -2.018 -0.97
N 2.585 1.167 -1.403 -0.93
H 1.319 1.069 -3.047 0.51
C -0.948 2.240 -1.470 -1.79
N -1.869 1.117 -1.313 0.19
C -1.869 0.591 0.042 -0.27
C -2.978 -0.459 0.190 0.25
N -2.837 -1.550 -0.761 0.48
C -2.654 -1.056 -2.110 -1.47
C -1.592 0.041 -2.249 0.32
H -0.591 -0.385 -2.081 -0.34
H -1.630 0.447 -3.264 0.59
H -3.616 -0.652 -2.442 0.33
H -2.401 -1.894 -2.763 0.58
C -2.014 -2.678 -0.352 -2.06
C -0.527 -2.437 -0.167 1.11
C 0.276 -2.515 -1.297 -1.14
C 1.629 -2.243 -1.261 -0.69
C 2.226 -1.897 -0.058 0.88
C 1.448 -1.846 1.106 1.37
C 0.080 -2.124 1.056 0.95
C -0.681 -2.080 2.352 -1.80
H -0.799 -1.051 2.693 0.21
H -1.668 -2.522 2.262 0.37
H -0.139 -2.626 3.121 0.56
C 2.110 -1.497 2.408 -2.38
H 2.103 -2.353 3.083 0.41
H 1.590 -0.678 2.903 0.38
H 3.142 -1.211 2.233 0.37
O 3.560 -1.626 0.079 -0.54
C 4.347 -1.552 -1.088 -1.02
H 3.978 -0.765 -1.754 0.36
H 5.352 -1.303 -0.748 0.28
H 4.379 -2.511 -1.614 0.41
H 2.202 -2.303 -2.172 0.45
H -0.169 -2.799 -2.241 0.31
H -2.463 -3.074 0.561 0.42
H -2.140 -3.441 -1.127 0.53
C -4.367 0.180 0.019 -1.31
H -4.356 0.820 -0.865 0.17
H -5.090 -0.622 -0.140 0.42
C -4.818 1.008 1.223 -0.82
H -5.896 1.212 1.131 0.35
O -4.121 2.224 1.373 -0.55
H -4.145 2.685 0.526 0.34
H -4.653 0.461 2.154 0.39
H -2.925 -0.885 1.195 0.49
H -0.899 0.134 0.294 -0.65
H -2.059 1.410 0.738 0.98
H -1.304 3.042 -0.816 0.37
H -1.031 2.581 -2.507 0.52
C 0.716 2.641 1.344 -1.84
H 0.687 1.863 2.108 0.20
H 1.391 3.427 1.682 0.50
H -0.282 3.059 1.248 0.35
H 3.126 1.563 1.780 0.31
H 4.110 0.720 0.564 0.15
```